Below is C23H28N7OV as an isolated structure, with properties calculated with the ωB97M-V functional and the def2-TZVPD basis.

For the frontier orbital gap (spin up / spin down), the calculation gives 7.277 / 8.689 eV. Its LUMO energy (spin up / spin down) is -2.3 / -2.4 eV. For the total energy, the calculation gives -62469.411 eV.

ORCA input file:
```
! wB97M-V def2-TZVPD RIJCOSX def2/J DEFGRID3
* xyz 1 4
H -2.428 3.358 2.559
C -2.511 -1.568 0.517
H -0.033 -1.165 1.945
H -4.630 2.274 2.129
C 1.586 0.525 2.781
H -2.227 -0.567 -2.395
H 0.498 3.479 -0.630
O 0.481 -2.305 -3.401
C 4.343 -2.253 -1.829
C 2.066 -1.544 -1.820
N 1.145 1.420 1.680
C -3.735 0.489 1.337
C -1.209 1.306 -2.365
H 3.815 0.572 -0.056
C -0.249 3.124 -1.330
C 3.032 -2.447 -2.231
H 1.592 -3.111 0.553
H -0.729 -4.228 0.724
H 0.133 3.260 1.548
H -2.750 1.712 -3.792
H 0.037 2.519 3.125
C 1.936 -0.873 2.298
H -0.907 5.082 -1.879
V 0.496 0.219 -0.137
C -3.708 1.773 1.863
H -2.169 -2.991 1.962
H -2.608 4.177 -3.486
C -1.334 1.706 1.725
C 0.666 -1.612 -2.406
N 0.844 -1.355 1.458
H 2.431 0.962 3.318
C -2.489 2.383 2.094
H 1.917 2.017 1.410
C -1.032 4.020 -2.028
N 2.345 -0.497 -1.028
H -1.043 -0.374 -3.662
H 5.658 -0.932 -0.736
H 0.761 0.448 3.494
H -3.537 -1.944 0.512
C -2.544 -0.128 0.990
C -1.969 3.513 -2.921
C -0.576 -3.150 0.652
N -0.174 -0.772 -1.800
H 2.731 -3.256 -2.881
C -2.052 2.145 -3.088
H 2.086 -1.511 3.178
N -1.371 0.515 1.131
C -1.216 -0.184 -2.596
C 3.616 -0.300 -0.669
N -1.639 -2.407 1.336
H 0.950 -3.325 2.187
H 5.121 -2.939 -2.136
H -4.670 -0.040 1.214
C 0.798 -2.799 1.235
H -0.590 -2.892 -0.404
C 4.645 -1.145 -1.047
N -0.336 1.795 -1.471
C 0.022 2.299 2.051
H 2.870 -0.883 1.733
H -2.156 -1.595 -0.511
*
```

***

Below is C23H29BaN5O8SeSi as an isolated structure, with properties calculated with the ωB97M-V functional and the def2-TZVPD basis.

For the frontier orbital gap, the calculation gives 4.877 eV. Its LUMO energy is -1.1 eV. For the total energy, the calculation gives -122067.744 eV.

ORCA input file:
```
! wB97M-V def2-TZVPD RIJCOSX def2/J DEFGRID3
* xyz 0 1
H -3.121 0.514 3.499
H -2.242 -2.592 1.868
H 1.009 0.195 -7.492
H 0.612 3.486 5.034
C -3.889 -3.811 1.248
H -0.452 1.865 6.580
H -5.586 -4.890 0.467
H 4.923 -0.020 -0.164
C -2.907 -2.143 -0.136
O -1.270 -1.039 -1.456
C 0.750 4.664 2.341
O -3.041 -4.296 3.335
C 2.058 -0.063 -3.286
H 0.077 -0.188 -6.044
O -4.778 -5.385 2.677
O -6.594 -4.578 -1.694
C 2.541 -0.476 -4.661
C 3.679 2.574 2.572
H 2.972 2.654 3.403
H 5.842 0.860 1.059
H 0.775 -2.413 -6.776
C -1.893 -1.056 -0.367
C -4.840 -4.129 0.298
H 3.631 -0.465 -4.620
C 4.923 0.873 0.466
C -0.677 2.894 3.405
Ba 0.563 0.351 -0.260
N -1.923 2.385 1.648
C -2.937 -2.824 1.074
N -5.790 -3.704 -1.928
N -0.303 3.668 2.315
Se -0.945 4.059 -0.470
C 1.067 -0.257 -6.504
N 2.033 0.473 -5.662
H 1.648 4.227 2.771
C -0.798 1.940 5.559
C -3.827 -2.441 -1.134
H 1.173 -2.158 -4.401
C -0.197 2.849 4.705
C -4.780 -3.412 -0.881
O -5.736 -3.050 -2.946
C -2.319 1.158 3.831
H 0.946 4.971 1.317
H 2.778 -2.642 -4.927
H 1.331 1.356 -4.208
H 2.788 0.845 -6.221
O 1.360 1.070 -3.259
C 2.009 -1.882 -5.044
O 2.269 -0.687 -2.273
O -1.701 -0.231 0.578
C -1.841 1.112 5.129
H 2.894 -0.363 3.667
H 4.636 -0.170 3.463
H 3.759 -1.357 2.501
H -2.551 1.931 1.005
C -1.062 3.345 1.246
Si 3.356 0.967 1.572
H 3.572 3.466 1.949
H 2.392 -1.823 -7.177
H 4.686 2.592 2.997
H -3.801 -1.932 -2.086
C 1.550 -1.704 -6.491
C -1.713 2.065 2.976
H 0.428 5.525 2.928
H -2.283 0.417 5.830
H 4.973 1.739 -0.200
C 3.699 -0.351 2.927
N -3.905 -4.561 2.529
*
```

***

Below is C23H29BrN2O5PSY as an isolated structure, with properties calculated with the ωB97M-V functional and the def2-TZVPD basis.

For the frontier orbital gap (spin up / spin down), the calculation gives 5.232 / 7.515 eV. Its LUMO energy (spin up / spin down) is -3.4 / -3.4 eV. For the total energy, the calculation gives -128743.295 eV.

ORCA input file:
```
! wB97M-V def2-TZVPD RIJCOSX def2/J DEFGRID3
* xyz 1 2
C 0.988 -3.223 -4.415
C -1.929 0.078 4.799
C -3.196 2.363 5.784
Br 0.243 -2.873 2.623
C 0.320 -0.021 2.779
C 4.897 3.246 -0.676
C 4.046 2.243 -0.248
C -2.876 2.272 4.438
O -0.782 -1.824 -0.550
H -1.725 0.748 -3.032
C -1.708 -2.914 -0.804
H 4.405 1.439 0.375
H 0.737 3.976 -2.399
H 1.717 -1.279 -3.792
C 2.711 2.229 -0.621
H 5.934 3.244 -0.382
H -1.105 0.119 -4.572
O 0.912 -2.298 -2.166
C -2.295 0.166 6.146
H -3.696 3.241 6.166
H -3.134 1.379 7.684
H -0.010 -2.872 -4.667
C -3.120 -2.488 -0.444
H 0.789 1.301 -0.622
H -3.344 -1.530 -0.906
H -3.131 3.083 3.770
H 2.707 5.049 -2.499
H 1.496 1.892 1.712
H -2.082 -0.657 6.811
C -2.241 1.146 3.949
Y 1.622 -1.765 0.186
H 5.060 5.055 -1.815
H -3.830 -3.228 -0.801
C 4.411 4.259 -1.484
H -3.589 0.389 -4.632
H -1.595 -2.059 4.766
C -2.895 1.310 6.634
H 2.658 -2.651 -3.169
O 2.261 -0.114 -0.709
H -2.026 1.057 2.893
N 1.692 1.001 1.252
O 0.908 3.233 -1.805
H -1.646 -3.194 -1.858
H -3.120 -1.303 -4.826
O -1.149 -1.246 -3.034
C -3.136 -0.465 -4.135
C 3.329 -3.166 0.131
N 1.008 -0.067 1.687
C 1.812 1.075 -0.237
H -3.740 -0.733 -3.273
H 0.908 -4.228 -4.006
C 2.225 3.250 -1.440
C -1.725 -0.117 -3.702
C 3.082 4.259 -1.864
P -0.094 -1.007 -1.835
H 1.588 -3.267 -5.319
C -1.285 -1.129 4.309
C -0.350 -1.151 3.338
H -3.227 -2.386 0.633
H 0.269 0.895 3.370
C 1.650 -2.299 -3.405
H -1.393 -3.765 -0.191
S 4.785 -3.673 0.101
*
```

***

Below is an isolated molecule of C23H29ClN4O3, with properties calculated with the ωB97M-V functional and the def2-TZVPD basis.

For the frontier orbital gap, the calculation gives 9.086 eV. Its LUMO energy is 0.6 eV. For the total energy, the calculation gives -48949.236 eV.

ORCA input file:
```
! wB97M-V def2-TZVPD RIJCOSX def2/J DEFGRID3
* xyz 0 1
N 2.085 0.185 1.907
C -2.943 1.237 -1.128
C -1.805 1.749 1.348
H 1.397 -1.664 -3.295
H -1.168 -4.029 1.361
C 4.400 0.799 1.566
H -1.404 -1.535 1.650
O 1.431 0.685 -2.821
C -3.984 -2.677 -0.355
C 1.073 -3.874 -0.620
C 2.713 1.381 -0.053
N 1.357 -1.023 -1.330
H -0.263 -3.083 -2.120
H 2.152 -3.871 -0.448
C -3.718 1.720 -0.088
H -3.447 -3.049 1.696
H 1.051 -4.072 -2.766
H 2.152 -2.806 1.566
C -3.285 -2.278 0.939
H 6.388 1.422 1.103
N 0.353 0.949 0.543
C 3.074 0.783 1.149
C 5.358 1.412 0.779
C -3.152 1.982 1.148
H 4.669 0.337 2.504
C -1.786 -2.043 0.764
H -3.732 -1.353 1.306
H -5.056 -2.764 -0.194
H 5.747 2.498 -1.024
H 0.731 -4.920 -0.559
C 0.735 0.375 1.726
C 1.328 0.259 -1.680
C -0.991 -3.326 0.534
C 0.797 -3.317 -2.020
H -1.367 1.957 2.309
H 1.083 -1.364 -0.407
H 2.335 -0.204 2.805
H -3.620 -3.634 -0.723
C 3.679 2.002 -0.829
H -3.759 2.374 1.949
H -3.386 1.049 -2.093
H 0.893 2.403 -2.050
H 0.619 -2.448 2.379
H -3.814 -1.923 -1.121
C 1.114 -3.121 1.681
O -0.041 -0.013 2.577
H -1.342 -3.804 -0.382
C 1.275 1.310 -0.529
O 0.874 2.526 -1.081
N 0.439 -3.043 0.399
H 2.689 -2.313 -2.269
C 4.999 2.017 -0.414
H -1.629 -1.381 -0.089
C -1.020 1.230 0.324
H -1.010 0.607 -1.737
C 1.620 -2.066 -2.302
H 3.391 2.467 -1.758
H 1.101 -4.136 2.104
C -1.599 0.989 -0.919
Cl -5.405 2.002 -0.339
*
```

***

Below is C23H29ClN6Tc as an isolated structure, with properties calculated with the ωB97M-V functional and the def2-TZVPD basis.

For the frontier orbital gap (spin up / spin down), the calculation gives 7.015 / 6.417 eV. Its LUMO energy (spin up / spin down) is -7.2 / -7.9 eV. For the total energy, the calculation gives -47970.556 eV.

ORCA input file:
```
! wB97M-V def2-TZVPD RIJCOSX def2/J DEFGRID3
* xyz 2 4
H 0.703 2.599 3.655
C 2.828 -2.940 -1.729
H -0.389 0.622 4.393
N -1.342 -0.111 -1.490
C -0.531 -0.701 -3.747
H -3.335 -1.326 1.441
C 1.627 1.968 1.321
H 1.215 -3.851 -2.808
H -3.744 1.179 -1.431
H 0.403 -1.160 -4.063
C 3.836 -3.363 -2.669
H 2.092 0.156 -3.667
C 3.162 1.123 -2.070
C -3.682 -0.298 1.565
H -0.758 0.117 -4.437
H -3.538 1.332 2.966
H -0.672 3.127 2.687
H 2.295 3.813 2.134
H -4.773 -0.310 1.551
H 3.962 2.061 -0.312
H -2.683 -1.687 -1.266
C -3.659 0.225 -0.912
H 0.227 -1.148 1.841
H -4.651 -0.228 -0.867
N -1.692 0.377 2.749
H 2.766 2.397 3.077
C 1.912 1.471 -0.064
C 0.857 -1.932 -0.016
C -3.157 0.315 2.852
C -0.980 1.237 3.715
C 3.099 1.598 -0.765
C 0.890 0.428 -1.908
C 0.517 -2.725 -1.112
C 1.489 -3.231 -1.964
H 4.240 -2.046 -0.383
H 3.606 2.776 1.578
H 4.080 1.219 -2.634
H -2.974 -0.716 -2.715
N -3.156 0.529 0.457
Cl -1.463 2.935 -0.281
N 4.623 -3.652 -3.452
C 2.051 0.529 -2.654
H -1.341 -0.567 2.860
N 0.450 1.691 1.751
H -1.316 -1.448 -3.822
C -0.171 -1.270 0.832
C -0.090 2.253 2.993
H -0.520 -2.986 -1.288
C 3.192 -2.214 -0.595
C -0.400 -0.161 -2.367
H -3.432 1.491 0.650
C 2.636 2.777 2.064
N 0.854 0.898 -0.651
H -3.492 -0.256 3.721
H -1.094 -1.858 0.892
H -1.699 1.778 4.330
H 2.511 -1.184 1.141
Tc -0.906 0.742 0.335
C 2.214 -1.726 0.250
C -2.693 -0.668 -1.664
*
```

***

Below is C23H29I2NNdO3S3Tl as an isolated structure, with properties calculated with the ωB97M-V functional and the def2-TZVPD basis.

For the frontier orbital gap (spin up / spin down), the calculation gives 4.534 / 4.558 eV. Its LUMO energy (spin up / spin down) is -14.3 / -14.2 eV. For the total energy, the calculation gives -100587.340 eV.

ORCA input file:
```
! wB97M-V def2-TZVPD RIJCOSX def2/J DEFGRID3
* xyz 4 4
H -0.297 3.371 -2.940
O -3.537 1.603 -5.094
H -1.184 -3.737 -0.942
C 2.872 -0.631 1.364
C 3.038 -1.462 2.481
S -3.055 -1.683 0.407
C 4.339 -2.030 0.067
S 1.748 0.787 1.480
H -1.267 1.969 -3.250
C -3.444 1.012 -4.122
C 4.591 3.462 0.390
H -1.472 -3.823 1.578
C -2.739 3.676 -1.756
H 3.399 1.954 -0.617
H 4.048 -3.188 3.270
C -2.528 -4.054 1.456
C 3.617 2.459 0.323
S -2.194 1.423 -0.331
H 0.136 3.019 0.038
H 1.656 1.190 -0.656
C 3.167 2.744 2.706
H 4.350 4.207 3.736
Nd -3.942 -0.125 -1.510
H -2.443 4.618 -2.195
H -3.283 3.159 -2.543
O 1.110 -3.304 0.604
O -4.669 -3.158 -4.040
H -2.594 -5.126 1.545
C -0.695 2.478 -2.480
H 5.632 4.846 1.669
C -4.528 -3.858 -0.083
H 4.833 -2.243 -0.888
I -5.464 0.808 0.990
C -4.224 -2.316 -3.369
H -3.435 3.891 -0.947
H -2.604 -3.656 -1.986
C -3.073 -3.564 0.136
C -1.524 2.915 -1.316
C -0.713 3.631 -0.264
H 5.142 3.723 -0.521
C 0.396 -2.522 0.138
H -0.297 4.561 -0.618
H 5.236 -3.677 1.128
C 3.898 -2.558 2.392
C 4.554 -2.826 1.183
H -1.283 3.879 0.634
C -2.237 -4.004 -1.024
C 4.147 3.735 2.775
H 0.148 1.851 -2.209
H -3.054 -3.647 2.323
H 3.241 -0.314 -0.719
C 4.857 4.080 1.610
H 2.464 -1.219 3.375
C 2.944 2.090 1.484
Tl -0.541 -0.653 -0.212
H -2.289 -5.082 -1.053
I -3.230 0.764 3.129
H -4.868 -3.521 -1.060
H -5.181 -3.416 0.667
C 3.480 -0.928 0.150
N 0.977 0.918 0.046
H -4.702 -4.921 -0.081
H 2.568 2.424 3.556
*
```

***

Below is C23H29IrN5O2SSb2Se as an isolated structure, with properties calculated with the ωB97M-V functional and the def2-TZVPD basis.

For the frontier orbital gap, the calculation gives 6.093 eV. Its LUMO energy is -4.2 eV. For the total energy, the calculation gives -127956.911 eV.

ORCA input file:
```
! wB97M-V def2-TZVPD RIJCOSX def2/J DEFGRID3
* xyz 1 1
C -0.372 -1.055 4.390
H 0.244 1.692 3.332
Sb 1.282 -0.057 1.761
H -3.903 -2.559 -0.047
H 0.719 -2.387 3.097
N 1.874 5.264 -5.170
H 3.179 2.999 -5.528
H 0.905 0.028 5.727
C -2.661 -1.239 5.137
C 1.220 -1.320 -1.669
C 0.761 -1.352 3.445
C 1.261 1.693 2.937
S 2.456 1.005 -1.195
H 0.844 -5.040 -1.990
C -0.108 -0.314 5.545
N 0.249 -1.941 -0.929
H 2.281 5.177 -6.082
N -0.926 1.640 0.360
H 2.474 -2.278 1.208
H -3.664 -1.621 4.981
H -3.533 1.586 1.826
H -4.159 0.471 3.075
H 1.446 2.590 2.356
H 2.584 -3.758 -3.249
H 1.970 1.580 3.754
H 1.698 -1.285 4.008
C 2.883 2.119 -3.608
H 1.371 6.105 -4.958
H -1.240 -2.890 2.583
C 2.320 2.285 -2.345
H -0.854 0.558 7.351
C 0.103 -3.258 -1.043
C 1.597 3.431 -2.023
C 2.015 4.281 -4.243
Sb -2.468 -0.829 1.450
H -4.484 -0.905 -0.336
C -0.962 2.789 0.594
H -4.956 -1.766 1.144
C 2.733 3.111 -4.548
C -3.276 0.797 2.529
H 1.165 3.552 -1.038
O 3.647 0.241 -1.398
C 1.450 4.422 -2.965
Ir -0.467 -0.220 -0.028
C 2.936 -1.297 1.332
C -4.155 -1.611 0.423
N 1.112 0.020 -1.401
O 2.210 1.577 0.133
H 0.900 5.321 -2.716
Se -1.029 4.494 0.950
C -1.094 -0.020 6.469
H 3.445 1.223 -3.838
N 2.046 -1.930 -2.492
H -2.535 1.170 3.235
H 3.598 -1.330 2.195
C -2.383 -0.490 6.266
C -1.675 -1.525 4.193
C 1.901 -3.250 -2.578
C -2.052 -2.269 2.957
H -3.163 -0.284 6.987
H -0.680 -3.722 -0.457
C 0.938 -3.971 -1.878
H 3.490 -1.017 0.442
H -2.929 -2.900 3.098
*
```

***

Below is an isolated molecule of C23H29N3O5S, with properties calculated with the ωB97M-V functional and the def2-TZVPD basis.

For the frontier orbital gap, the calculation gives 8.134 eV. Its LUMO energy is 0.5 eV. For the total energy, the calculation gives -49864.287 eV.

ORCA input file:
```
! wB97M-V def2-TZVPD RIJCOSX def2/J DEFGRID3
* xyz 0 1
H 4.396 3.366 -0.073
H -2.371 0.400 -1.012
H 5.380 -0.405 0.437
C -0.156 -2.783 0.039
C 5.620 0.366 -0.306
H -4.544 -0.453 -0.312
H -5.820 2.586 1.560
C -1.350 -3.853 -1.751
C -2.524 -3.208 0.244
H -5.099 3.714 -0.416
H -3.448 -3.158 0.798
C -2.521 -3.778 -1.022
C -2.382 -2.050 2.832
H -6.420 0.211 1.488
N 1.021 -2.289 0.600
C -6.178 0.716 0.554
H 3.528 2.989 1.447
C -1.352 -2.704 0.782
C -4.719 0.521 0.146
O 3.246 -1.285 0.802
H 0.756 -3.402 -1.774
C -0.167 -3.363 -1.221
C 1.331 2.621 -0.013
O -2.822 3.413 -0.239
H -2.060 -1.562 3.751
H -6.838 0.336 -0.227
H -0.603 3.522 -0.106
C 0.059 0.254 -0.581
H -6.197 2.784 -1.443
H 4.561 1.554 -1.759
C -6.303 2.233 0.648
C -3.035 2.268 -0.567
H -1.349 -4.299 -2.734
H -3.188 -1.465 2.378
C 5.453 2.046 1.274
C 2.111 1.454 -0.112
C -5.535 2.729 -0.578
O -1.244 -2.092 2.006
C 4.153 2.576 0.655
C -0.035 2.610 -0.192
C -4.426 1.691 -0.821
H -4.449 1.342 -1.857
H 5.198 1.309 2.050
N -2.064 1.326 -0.750
C -0.690 1.423 -0.516
H -4.082 0.608 1.029
N 3.476 1.464 0.025
S 2.187 -1.355 -0.159
H 1.814 3.564 0.188
H 3.812 -0.027 -1.414
C 1.416 0.259 -0.339
H -3.443 -4.164 -1.428
H 6.028 2.862 1.716
H -2.747 -3.055 3.064
H 0.922 -2.019 1.568
H -0.428 -0.680 -0.811
C 4.320 0.824 -0.968
H 6.309 -0.033 -1.050
H -7.338 2.571 0.653
O 2.466 -1.922 -1.447
O 6.282 1.453 0.307
*
```